Record 1
{
  "formula": "C15H32FeNO3P2",
  "method": "ωB97M-V with the def2-TZVPD basis set",
  "species": ["N", "H", "P", "Fe", "C", "H", "H", "H", "C", "C", "H", "C", "H", "H", "H", "H", "C", "H", "C", "C", "H", "H", "H", "C", "H", "H", "C", "H", "H", "C", "H", "H", "C", "H", "O", "H", "H", "H", "H", "C", "H", "C", "C", "C", "H", "O", "H", "H", "H", "P", "H", "H", "H", "O"],
  "coordinates": [[0.20061, 1.16526, -1.64722], [-3.92023, 1.68666, 0.21391], [-2.15987, 0.16999, -0.32069], [0.06775, 0.63037, 0.25809], [0.01142, -1.31963, 3.67616], [-1.28014, 1.87935, 3.72584], [2.66729, -2.75218, -0.72939], [0.91189, -1.80056, 3.27857], [-0.73739, 1.93007, -3.68142], [-0.86225, 1.22795, -2.49453], [-2.32355, -2.58939, -4.21016], [3.43163, -0.42808, 1.14157], [2.65424, 2.45420, -3.53061], [-2.89988, -2.10561, -0.56182], [-1.28441, -2.72546, -3.04561], [0.21848, -3.83520, -1.41481], [2.63868, 1.05306, -1.22504], [2.09378, -1.87533, -2.17831], [2.73027, -1.80884, -1.28832], [1.23393, 0.82677, 4.07137], [-4.27087, -0.95929, -0.61794], [0.65629, 2.93715, -4.99111], [2.92869, 1.85914, -0.52686], [0.01216, 0.18350, 3.42878], [-2.14554, 0.31639, 3.57764], [3.27525, -1.34221, 1.74093], [0.52228, 2.40801, -4.05971], [-0.87271, -1.80614, 3.25144], [3.27411, 0.45174, 1.78869], [-2.18701, 0.60830, -2.08435], [2.14988, 0.34474, 3.70691], [-0.00507, -1.52332, 4.75085], [-3.32160, -1.19480, -0.12075], [-1.60680, 2.04947, -4.32188], [-0.46869, -3.17861, -1.18364], [0.06682, -2.39039, -0.98013], [3.76756, -1.69044, -1.62859], [-2.39609, -0.33891, -2.57353], [4.47294, -0.41819, 0.77216], [-1.25695, 0.81434, 3.98306], [-2.83012, 1.43611, 1.62966], [1.45722, 1.45085, -2.09398], [1.63695, 2.14462, -3.26718], [-2.87414, 1.58962, 0.53887], [1.25366, 1.89292, 3.81247], [-1.52501, -2.18941, -3.82286], [-1.32284, 0.74095, 5.07220], [-3.52450, -1.37062, 0.94375], [3.54383, 0.80160, -1.80366], [2.20713, -0.43556, -0.21305], [-3.04547, 1.31015, -2.24232], [1.24535, 0.75236, 5.16219], [-2.29811, 2.49299, 0.27960], [0.08916, 0.46953, 2.05474]],
  "charge": 1,
  "relative_energy_ev": 0.000,
  "lumo_ev": [-3.016, -3.360],
  "spin_multiplicity": 5,
  "e_tot_ha": -2817.479160
}


Record 2
{
  "formula": "C24H33N3O4",
  "method": "ωB97M-V with the def2-TZVPD basis set",
  "species": ["H", "C", "H", "H", "N", "C", "H", "H", "H", "C", "O", "H", "H", "H", "C", "C", "H", "H", "C", "C", "H", "C", "O", "H", "C", "C", "N", "H", "H", "H", "C", "C", "C", "H", "C", "H", "C", "H", "C", "C", "C", "H", "H", "C", "H", "H", "H", "H", "H", "H", "C", "H", "H", "H", "N", "H", "H", "O", "O", "C", "C", "H", "C", "C"],
  "coordinates": [[-3.20261, -3.66689, 0.45402], [-6.04651, 0.22563, 1.18088], [-0.19913, 0.02510, 3.83227], [3.87245, 1.28592, 0.95099], [-1.16655, -3.29905, -1.13696], [0.67370, -1.77253, 0.50455], [6.06081, 3.53828, 0.16878], [0.02386, -2.31128, -2.50878], [-1.17566, -4.08934, -0.50790], [1.56459, -1.19114, 1.38972], [-7.34535, 2.18323, 0.53729], [4.42957, -1.84545, -0.30981], [-6.85096, -0.47171, 0.89094], [-0.56202, -1.52406, 3.03320], [-6.67373, 1.55773, 1.60462], [-2.10555, -1.05020, -1.36447], [4.64265, 1.98687, -2.95164], [-0.74913, 0.00795, 2.13701], [-2.11457, -2.33934, -0.82705], [-0.15268, -0.51860, 2.89005], [5.54509, -1.62827, 1.67428], [2.94502, -1.22433, 1.10656], [3.75309, -0.62948, 2.04101], [-5.66291, 3.10076, -0.22021], [3.50206, 3.06061, -0.67843], [-5.83394, 1.10304, -1.01929], [4.67948, 1.23003, 0.34647], [-7.05173, 2.87413, -1.32719], [0.56945, -3.91738, -2.04273], [-7.41977, 1.40022, 2.38543], [-3.10628, -0.15167, -1.06182], [5.54755, 0.23743, 0.58878], [2.47165, -2.39122, -0.94261], [-5.88075, 2.22055, 1.98434], [-6.46086, 2.41079, -0.53530], [3.48567, 3.76359, -1.50678], [-4.17016, -0.49318, -0.22580], [-6.63585, 0.44192, -1.39134], [4.71717, 2.14260, -0.79548], [-4.18026, -1.77954, 0.31024], [3.38047, -1.82126, -0.06345], [-5.49511, -0.18943, 2.02605], [-4.98114, -2.09827, 0.95910], [4.64551, 1.32631, -2.08911], [-0.38159, -1.75003, 0.71984], [3.74102, 0.72085, -2.10346], [5.58404, -0.17859, 2.70004], [6.86560, 2.28504, -0.78174], [5.50722, 0.66813, -2.15357], [-5.14250, 1.30364, -1.83624], [1.11582, -2.37434, -0.66858], [2.58156, 2.48008, -0.70177], [3.53784, 3.62587, 0.25064], [6.06132, 3.63261, -1.59741], [-5.13071, 0.48135, 0.08903], [-3.05206, 0.84544, -1.47292], [-1.30077, -0.73348, -2.00909], [6.56208, 0.00586, -0.03650], [1.20966, -0.55749, 2.54408], [-3.17105, -2.67599, 0.02096], [6.01226, 2.95608, -0.74876], [2.83303, -2.84924, -1.85102], [0.14058, -2.98750, -1.65530], [5.13995, -0.61734, 1.80129]],
  "relative_energy_ev": 1.972,
  "smiles": "COc1cc(CNc2ccc(N3CCOCC3)cc2)ccc1OCC(=O)NC(C)(C)C",
  "lumo_ev": 0.554,
  "e_tot_ha": -1399.550093
}


> What is the formula in the second record?

C24H33N3O4